Below is a structure of composition C39H59N8OSSi4Sn, with properties calculated with ωB97M-V/def2-TZVPD.

Structure (XYZ):
```
113
Properties=species:S:1:pos:R:3:lowdin_charge:R:1
Sn 0.366 0.483 -0.044 0.957
C 0.268 -1.423 3.117 -0.129
N -0.525 -1.441 1.895 -0.207
C -1.958 -1.283 2.150 -0.124
C -2.403 0.058 2.706 -0.272
C -3.747 0.238 3.008 -0.030
C -4.167 1.465 3.486 -0.058
C -3.230 2.471 3.666 -0.056
C -1.911 2.198 3.345 -0.120
N -1.501 1.021 2.870 0.097
C -0.287 -2.662 1.139 -0.135
C -0.868 -2.597 -0.248 -0.293
C -1.555 -3.673 -0.789 -0.015
C -2.069 -3.576 -2.075 -0.036
C -1.890 -2.394 -2.776 -0.042
C -1.167 -1.377 -2.184 -0.147
N -0.662 -1.478 -0.951 -0.031
C 1.657 -0.853 2.938 -0.244
C 2.581 -1.009 3.964 -0.007
C 3.822 -0.406 3.862 -0.033
C 4.120 0.319 2.718 -0.046
C 3.171 0.376 1.720 -0.183
N 1.960 -0.184 1.823 -0.006
H 0.351 -2.425 3.559 0.137
H -0.242 -0.795 3.844 0.126
H -2.320 -2.067 2.832 0.143
H -2.470 -1.429 1.196 0.094
H -4.456 -0.571 2.857 0.119
H -5.212 1.638 3.713 0.115
H -3.513 3.445 4.045 0.107
H -1.139 2.951 3.471 0.112
H -0.696 -3.540 1.657 0.135
H 0.797 -2.806 1.051 0.132
H -1.673 -4.578 -0.207 0.124
H -2.607 -4.405 -2.517 0.121
H -2.288 -2.267 -3.774 0.125
H -0.977 -0.442 -2.703 0.090
H 2.317 -1.591 4.839 0.123
H 4.551 -0.506 4.656 0.118
H 5.079 0.801 2.586 0.118
H 3.374 0.880 0.784 0.036
N -5.361 -3.334 0.282 0.181
C -6.173 -2.241 0.202 -0.496
O -7.377 -2.318 0.333 0.073
C -5.496 -0.919 -0.017 -0.126
C -6.211 0.240 0.263 -0.001
C -5.598 1.467 0.088 -0.041
C -4.275 1.493 -0.340 -0.139
N -3.586 0.395 -0.638 0.095
C -4.201 -0.778 -0.498 -0.114
H -5.802 -4.233 0.373 0.115
H -4.374 -3.293 0.112 0.064
H -7.232 0.147 0.612 0.127
H -6.129 2.387 0.289 0.110
H -3.734 2.429 -0.448 0.071
H -3.617 -1.644 -0.803 0.082
C -1.897 6.971 -4.231 0.000
C -2.088 5.493 -4.145 -0.264
C -2.766 4.739 -5.054 0.029
C -2.826 3.344 -4.844 -0.293
N -2.300 2.759 -3.784 0.109
C -1.683 3.502 -2.846 -0.792
S -1.068 2.884 -1.408 0.508
N -1.547 4.855 -3.084 0.106
C -3.501 2.454 -5.838 -0.011
H -2.360 7.367 -5.130 0.089
H -0.833 7.216 -4.246 0.098
H -2.340 7.460 -3.362 0.098
H -3.231 5.195 -5.916 0.122
H -1.030 5.371 -2.386 0.140
H -3.959 3.022 -6.646 0.080
H -4.262 1.856 -5.335 0.092
H -2.770 1.759 -6.256 0.087
C 4.323 2.802 -0.373 -0.230
Si 3.653 2.122 -2.005 0.326
C 5.128 2.093 -3.170 -0.208
C 2.475 3.455 -2.629 -0.228
Si 2.423 0.089 -1.887 0.299
Si 3.734 -1.841 -1.482 0.336
C 2.562 -3.329 -1.488 -0.209
C 5.065 -2.140 -2.775 -0.213
C 4.621 -1.953 0.179 -0.219
Si 1.802 -0.270 -4.147 0.337
C 3.239 -0.008 -5.331 -0.210
C 1.259 -2.058 -4.443 -0.214
C 0.426 0.893 -4.704 -0.227
H 4.799 3.767 -0.568 0.039
H 5.078 2.148 0.077 0.025
H 3.531 2.970 0.363 0.025
H 5.619 3.070 -3.162 0.036
H 4.829 1.875 -4.197 0.000
H 5.868 1.341 -2.875 0.027
H 3.025 4.365 -2.894 0.037
H 1.740 3.704 -1.859 -0.009
H 1.919 3.121 -3.512 0.004
H 2.382 -3.705 -2.498 0.019
H 1.589 -3.073 -1.057 -0.011
H 2.986 -4.148 -0.896 0.038
H 4.644 -2.273 -3.776 0.011
H 5.632 -3.043 -2.529 0.037
H 5.768 -1.302 -2.818 0.026
H 3.915 -2.005 1.015 0.012
H 5.292 -1.106 0.354 0.028
H 5.223 -2.866 0.196 0.039
H 4.120 -0.575 -5.021 0.016
H 3.528 1.043 -5.398 0.012
H 2.962 -0.341 -6.337 0.042
H 2.137 -2.672 -4.666 0.031
H 0.580 -2.123 -5.300 0.037
H 0.760 -2.508 -3.585 -0.010
H 0.850 1.872 -4.955 0.021
H -0.338 1.063 -3.939 -0.021
H -0.071 0.509 -5.601 0.034
```

## Properties
energy relative to the best compared isomer or geometry (same formula, charge and spin): 65.3 kJ/mol
multiplicity: 1
frontier orbital gap: 6.756 eV
LUMO energy: -2.252 eV
charge: +1